Entry 1:
A single C23H22N2O4 molecule, computed with ωB97M-V/def2-TZVPD.

Summary:
E_tot: -35379.40812 eV
2S+1: 1
Net charge: 0
Kohn-Sham gap: 8.13 eV
Energy above the lowest of the compared OMol25 structures with the same formula, charge and spin: 18.73 kcal per mole

Geometry as XYZ:
```
51
C23H22N2O4, DFT ωB97M-V/def2-TZVPD
O -4.08 -3.04 -0.03
C -3.15 -2.27 -0.16
C -1.84 -2.51 0.59
O -0.91 -1.43 0.50
C 0.25 -1.68 -0.14
O 0.50 -2.74 -0.66
C 1.23 -0.56 -0.08
C 2.55 -0.95 -0.09
C 3.59 0.01 -0.05
C 5.00 -0.38 -0.03
C 5.42 -1.62 0.46
C 6.76 -1.94 0.47
C 7.71 -1.05 -0.01
C 7.30 0.19 -0.49
C 5.96 0.52 -0.50
N 3.32 1.29 -0.05
C 2.05 1.72 -0.07
C 1.83 3.11 -0.11
C 0.56 3.61 -0.15
C -0.54 2.75 -0.14
C -0.36 1.39 -0.09
C 0.93 0.83 -0.06
N -3.16 -1.19 -0.96
C -4.34 -0.72 -1.64
C -5.04 0.39 -0.83
C -5.62 -0.12 0.51
C -4.69 0.50 1.56
C -4.22 1.76 0.84
O -4.08 1.39 -0.52
H -1.38 -3.42 0.20
H -2.07 -2.66 1.65
H 2.78 -2.01 -0.15
H 4.70 -2.32 0.86
H 7.08 -2.90 0.85
H 8.75 -1.31 -0.01
H 8.03 0.89 -0.86
H 5.62 1.48 -0.86
H 2.70 3.75 -0.11
H 0.40 4.68 -0.19
H -1.54 3.15 -0.18
H -1.22 0.75 -0.05
H -2.39 -0.54 -0.92
H -4.05 -0.33 -2.62
H -5.02 -1.57 -1.77
H -5.83 0.82 -1.46
H -6.64 0.26 0.64
H -5.64 -1.20 0.55
H -3.84 -0.16 1.75
H -5.19 0.71 2.50
H -4.97 2.56 0.94
H -3.26 2.13 1.19
```

***

Entry 2:
A single C7H13NO molecule, computed with ωB97M-V/def2-TZVPD.

Summary:
E_tot: -11003.43645 eV
2S+1: 1
Net charge: 0
Kohn-Sham gap: 9.14 eV
Energy above the lowest of the compared OMol25 structures with the same formula, charge and spin: 99.54 kcal per mole

Geometry as XYZ:
```
22
C7H13NO, DFT ωB97M-V/def2-TZVPD
C 1.00 2.03 -0.54
C 1.08 0.50 -0.63
C 1.81 -0.23 0.59
N 0.72 -0.97 1.31
C -0.40 -0.23 0.88
C -1.61 -0.26 0.05
O -2.44 0.88 0.19
C -0.24 -0.28 -0.66
C -0.09 -1.68 -1.25
H 0.35 2.41 -1.34
H 0.53 2.31 0.37
H 2.00 2.52 -0.60
H 1.61 0.11 -1.49
H 2.26 0.51 1.26
H 2.68 -0.91 0.26
H 0.90 -0.95 2.34
H -0.35 0.83 1.20
H -2.15 -1.16 -0.20
H -2.61 1.02 1.15
H -0.59 -1.74 -2.19
H 0.97 -1.90 -1.43
H -0.41 -2.48 -0.58
```

***

Entry 3:
22 unconnected molecules or ions with the total composition C32H24Cl84F3O3PSSi, computed with ωB97M-V/def2-TZVPD.

Summary:
E_tot: -1127749.26963 eV
2S+1: 1
Net charge: 0
Kohn-Sham gap: 9.21 eV

Geometry as XYZ:
```
149
C32H24Cl84F3O3PSSi, DFT ωB97M-V/def2-TZVPD
C -1.85 -4.85 0.12
C -0.81 -3.88 -0.48
C 0.51 -4.02 0.29
C 0.78 -2.77 1.15
C 1.96 -3.02 2.11
C 1.60 -2.99 3.60
C 0.40 -3.88 4.00
Si 0.89 -5.52 4.79
C -0.24 -5.87 6.27
C -1.71 -5.44 6.03
C -2.71 -6.59 6.27
O -2.05 -4.35 6.89
C 2.70 -5.57 5.45
F 3.57 -5.80 4.45
F 3.09 -4.51 6.16
F 2.82 -6.62 6.29
P 0.61 -7.29 3.45
O 1.00 -8.62 4.29
O 1.59 -7.28 2.15
S -1.26 -7.41 2.94
H -2.32 -4.42 1.00
H -1.36 -5.76 0.43
H -2.63 -5.03 -0.61
H -1.18 -2.86 -0.38
H -0.64 -4.13 -1.53
H 0.51 -4.86 0.98
H 1.38 -4.14 -0.36
H 0.97 -1.92 0.50
H -0.13 -2.57 1.71
H 2.70 -2.24 1.93
H 2.48 -3.96 1.89
H 2.50 -3.19 4.18
H 1.33 -1.96 3.83
H -0.22 -3.37 4.73
H -0.25 -4.10 3.16
H 0.17 -5.39 7.15
H -0.23 -6.95 6.41
H -1.85 -5.10 5.01
H -2.21 -7.54 6.44
H -3.32 -6.72 5.38
H -3.35 -6.33 7.11
H -1.68 -4.57 7.75
H 0.25 -9.23 4.23
H 2.36 -7.84 2.35
C -2.99 0.55 -2.37
Cl -4.05 1.75 -1.61
Cl -3.46 -1.05 -1.80
Cl -3.15 0.62 -4.14
Cl -1.31 0.94 -1.98
C 10.55 4.73 0.24
Cl 9.24 5.45 1.18
Cl 10.91 5.73 -1.18
Cl 11.99 4.66 1.26
Cl 10.09 3.11 -0.29
C -5.32 -3.81 -4.68
Cl -4.88 -4.60 -3.16
Cl -4.47 -4.59 -6.02
Cl -7.06 -3.98 -4.90
Cl -4.93 -2.09 -4.69
C 1.56 3.80 -3.10
Cl 2.25 5.22 -3.89
Cl 2.66 3.16 -1.87
Cl 0.03 4.27 -2.34
Cl 1.26 2.57 -4.33
C -10.06 -2.27 -7.70
Cl -10.99 -0.95 -6.95
Cl -10.72 -3.84 -7.20
Cl -10.18 -2.12 -9.46
Cl -8.38 -2.17 -7.19
C -10.05 -2.24 -2.87
Cl -8.79 -1.08 -3.32
Cl -9.40 -3.39 -1.70
Cl -11.41 -1.36 -2.16
Cl -10.59 -3.10 -4.32
C -4.34 4.76 -4.54
Cl -3.03 3.83 -3.82
Cl -5.72 3.69 -4.82
Cl -4.81 6.07 -3.43
Cl -3.81 5.45 -6.07
C -9.49 5.82 -4.97
Cl -10.59 6.99 -4.24
Cl -9.91 4.19 -4.43
Cl -9.63 5.91 -6.73
Cl -7.83 6.18 -4.50
C -1.36 -6.84 -4.18
Cl -0.35 -8.01 -3.33
Cl -2.77 -7.68 -4.85
Cl -1.89 -5.59 -3.06
Cl -0.44 -6.10 -5.49
C 7.71 9.33 0.13
Cl 6.73 8.71 1.47
Cl 6.64 9.78 -1.20
Cl 8.61 10.75 0.67
Cl 8.85 8.10 -0.39
C 3.48 -5.11 -7.18
Cl 3.69 -5.93 -5.63
Cl 4.53 -5.85 -8.39
Cl 1.79 -5.26 -7.70
Cl 3.89 -3.40 -7.00
C 5.05 6.44 4.49
Cl 4.94 8.19 4.71
Cl 6.70 5.91 4.88
Cl 3.90 5.64 5.56
Cl 4.69 6.01 2.81
C -10.19 -3.31 2.40
Cl -10.93 -4.75 3.09
Cl -8.52 -3.66 1.95
Cl -11.09 -2.82 0.96
Cl -10.22 -2.00 3.58
C 5.00 11.74 -4.34
Cl 4.28 10.28 -3.64
Cl 6.73 11.48 -4.56
Cl 4.25 12.08 -5.90
Cl 4.74 13.10 -3.24
C 14.66 3.24 5.33
Cl 13.68 2.62 6.67
Cl 13.62 3.51 3.92
Cl 15.40 4.77 5.81
Cl 15.92 2.08 4.93
C 1.15 9.48 2.79
Cl 1.44 10.08 4.42
Cl 2.33 8.23 2.40
Cl -0.49 8.81 2.69
Cl 1.30 10.81 1.63
C -14.98 -3.69 4.64
Cl -16.52 -3.96 3.81
Cl -14.36 -5.23 5.24
Cl -13.82 -2.99 3.51
Cl -15.23 -2.59 6.00
C 15.27 -1.95 3.80
Cl 14.96 -3.07 2.47
Cl 15.44 -2.85 5.31
Cl 16.77 -1.07 3.47
Cl 13.93 -0.81 3.94
C 5.99 6.02 -6.08
Cl 4.72 4.82 -6.36
Cl 7.35 5.29 -5.21
Cl 6.55 6.63 -7.64
Cl 5.33 7.37 -5.15
C -15.22 -1.08 -4.96
Cl -16.05 0.39 -5.48
Cl -15.17 -1.14 -3.19
Cl -16.08 -2.49 -5.56
Cl -13.57 -1.09 -5.59
C 12.78 8.47 3.28
Cl 11.14 8.72 2.67
Cl 13.03 9.44 4.73
Cl 13.01 6.76 3.66
Cl 13.95 8.95 2.04
```

***

Entry 4:
A molecular structure, C35H32N5RhSb, computed with ωB97M-V/def2-TZVPD.

Summary:
E_tot: -53781.77803 eV
2S+1: 5
Net charge: +3
Kohn-Sham gap (spin up / spin down): 6.58 / 4.24 eV
Energy above the lowest of the compared OMol25 structures with the same formula, charge and spin: 0.00 kcal per mole

Geometry as XYZ:
```
74
C35H32N5RhSb, DFT ωB97M-V/def2-TZVPD
Rh -0.77 -1.61 -0.09
N 2.81 -2.52 -2.42
C 1.95 -1.86 -1.69
N 0.83 -2.37 -1.23
C 0.55 -3.72 -1.56
N -0.60 -4.27 -1.13
N -1.33 -3.43 -0.45
C -2.57 -3.85 0.13
C -3.25 -2.84 0.75
C -4.53 -3.03 1.33
C -5.25 -1.94 1.75
C -4.70 -0.67 1.60
C -3.42 -0.53 1.08
N -2.66 -1.55 0.72
C 1.45 -4.48 -2.36
C 1.22 -5.82 -2.72
C 2.15 -6.48 -3.49
C 3.32 -5.83 -3.91
C 3.57 -4.51 -3.57
C 2.63 -3.85 -2.79
H 3.65 -2.04 -2.73
H 2.18 -0.82 -1.47
H -2.91 -4.87 0.03
H -4.93 -4.03 1.38
H -6.24 -2.07 2.17
H -5.26 0.22 1.87
H -3.01 0.46 0.96
H 0.31 -6.31 -2.40
H 1.98 -7.51 -3.77
H 4.04 -6.36 -4.51
H 4.47 -4.01 -3.90
C 3.28 -0.07 1.56
C 3.00 1.38 1.75
C 3.99 2.20 2.32
C 3.75 3.54 2.50
C 2.51 4.12 2.11
C 1.51 3.33 1.55
C 1.74 1.98 1.33
Sb 0.11 0.89 0.46
C -1.02 1.64 2.12
C -0.83 0.84 3.27
C -1.42 1.19 4.45
C -2.20 2.37 4.52
C -2.38 3.17 3.39
C -1.80 2.84 2.17
C -2.07 3.71 0.97
C -0.37 1.88 -1.35
C -1.69 1.65 -1.75
C -2.18 2.23 -2.91
C -1.34 3.04 -3.67
C -0.03 3.23 -3.29
C 0.50 2.65 -2.13
C 1.97 2.87 -1.83
H 4.17 -0.39 2.10
H 3.46 -0.27 0.49
H 2.44 -0.69 1.88
H 4.93 1.77 2.62
H 4.51 4.17 2.96
H 2.33 5.18 2.25
H 0.57 3.79 1.25
H -0.22 -0.06 3.22
H -1.28 0.58 5.33
H -2.65 2.66 5.45
H -2.97 4.07 3.46
H -2.17 4.75 1.26
H -3.01 3.42 0.50
H -1.30 3.63 0.20
H -2.35 1.03 -1.16
H -3.21 2.05 -3.22
H -1.71 3.50 -4.58
H 0.63 3.84 -3.90
H 2.54 2.95 -2.75
H 2.41 2.06 -1.24
H 2.15 3.80 -1.27
```

***

Entry 5:
A molecular structure, C48H41BF11N10PTi, computed with ωB97M-V/def2-TZVPD.

Summary:
E_tot: -128313.62773 eV
2S+1: 2
Net charge: +1
Kohn-Sham gap (spin up / spin down): 6.99 / 7.21 eV
Energy above the lowest of the compared OMol25 structures with the same formula, charge and spin: 0.00 kcal per mole

Geometry as XYZ:
```
113
C48H41BF11N10PTi, DFT ωB97M-V/def2-TZVPD
Ti 1.20 0.09 -0.37
C -0.72 -3.15 1.53
C 0.57 -2.45 1.78
C 1.44 -2.63 2.87
C 2.62 -2.05 2.48
N 2.47 -1.54 1.24
N 1.18 -1.75 0.83
B 3.61 -1.61 0.16
N 4.06 -0.22 -0.25
C 5.28 0.21 -0.62
C 5.18 1.55 -0.91
C 3.84 1.88 -0.68
C 3.27 3.26 -0.71
N 3.18 0.78 -0.31
N 2.98 -2.26 -1.08
C 3.38 -3.31 -1.82
C 2.42 -3.54 -2.78
C 1.45 -2.57 -2.57
C 0.18 -2.39 -3.33
N 1.81 -1.79 -1.55
N 4.77 -2.39 0.76
C 4.89 -3.71 1.07
C 5.92 -3.84 1.97
C 6.40 -2.52 2.17
C 7.48 -2.05 3.06
N 5.69 -1.69 1.43
H -0.50 -4.13 1.09
H -1.26 -3.33 2.45
H -1.33 -2.61 0.82
H 1.23 -3.13 3.79
H 3.56 -2.00 3.00
H 6.12 -0.46 -0.65
H 5.96 2.19 -1.26
H 3.75 3.84 0.08
H 3.47 3.74 -1.66
H 2.20 3.26 -0.52
H 4.32 -3.79 -1.65
H 2.42 -4.30 -3.53
H 0.03 -3.24 -3.98
H -0.67 -2.31 -2.65
H 0.22 -1.49 -3.95
H 4.23 -4.46 0.66
H 6.29 -4.74 2.42
H 8.22 -2.83 3.23
H 7.96 -1.17 2.64
H 7.06 -1.78 4.03
C 2.20 1.55 -4.05
C 1.69 2.84 -4.28
C 0.87 3.36 -3.32
C 0.53 2.64 -2.15
N 1.04 1.38 -1.92
C 1.86 0.91 -2.89
C -0.41 3.33 -1.29
C -0.41 4.75 -1.27
C -1.49 5.44 -0.78
C -2.59 4.72 -0.31
C -2.46 3.35 -0.24
N -1.40 2.68 -0.66
H 2.83 1.08 -4.78
H 1.92 3.40 -5.17
H 0.44 4.33 -3.46
H 2.28 -0.08 -2.73
H 0.45 5.30 -1.62
H -1.50 6.52 -0.78
H -3.49 5.21 0.01
H -3.28 2.76 0.14
F -6.96 -4.43 1.64
C -7.23 -3.20 1.17
F -8.05 -2.62 2.05
F -7.92 -3.37 0.03
C -5.96 -2.42 0.95
C -5.76 -1.19 1.57
C -4.56 -0.53 1.40
C -3.54 -1.08 0.62
C -3.78 -2.28 -0.04
C -4.97 -2.95 0.13
P -1.98 -0.11 0.36
C -2.68 0.58 -1.21
C -1.85 0.35 -2.30
C -2.27 0.66 -3.58
C -3.53 1.22 -3.76
C -4.37 1.43 -2.68
C -3.96 1.08 -1.40
C -3.96 1.60 -5.15
F -5.28 1.72 -5.28
F -3.42 2.78 -5.52
F -3.55 0.70 -6.07
C -2.07 0.70 2.04
C -1.95 2.02 2.48
C -1.73 2.30 3.82
C -1.59 1.28 4.74
C -1.75 -0.04 4.33
C -1.99 -0.31 3.00
C -1.27 1.56 6.18
F -0.95 2.84 6.41
F -2.31 1.26 6.98
F -0.23 0.82 6.61
H -6.54 -0.75 2.18
H -4.42 0.42 1.90
H -3.03 -2.69 -0.70
H -5.14 -3.90 -0.36
H -0.87 -0.08 -2.12
H -1.64 0.48 -4.43
H -5.35 1.85 -2.83
H -4.64 1.20 -0.58
H -2.05 2.85 1.80
H -1.64 3.33 4.13
H -1.67 -0.84 5.05
H -2.10 -1.34 2.70
F 1.99 2.08 1.64
C 0.86 1.41 1.27
F 0.70 0.48 2.28
H 0.03 2.13 1.34
```

***

Entry 6:
A molecular structure, C15H17AuF6N3O7PS3, computed with ωB97M-V/def2-TZVPD.

Summary:
E_tot: -96408.24987 eV
2S+1: 1
Net charge: +2
Kohn-Sham gap: 6.21 eV
Energy above the lowest of the compared OMol25 structures with the same formula, charge and spin: 5.95 kcal per mole

Geometry as XYZ:
```
53
C15H17AuF6N3O7PS3, DFT ωB97M-V/def2-TZVPD
Au 0.50 -0.16 -1.69
F 0.59 -4.70 -3.47
C 0.02 -3.54 -3.30
F -1.17 -3.51 -3.89
F -0.14 -3.28 -2.00
S 1.09 -2.22 -4.04
O 0.43 -0.92 -3.57
O 1.01 -2.34 -5.44
N 2.44 -2.47 -3.37
S 3.31 -1.72 -2.31
O 4.54 -1.21 -2.79
O 2.50 -0.74 -1.52
C 3.62 -3.08 -1.09
F 4.18 -4.10 -1.70
F 4.41 -2.60 -0.15
F 2.45 -3.43 -0.56
C -2.78 2.29 -0.24
O -2.32 1.05 -0.89
P -1.48 0.90 -2.17
O -1.11 2.31 -2.68
C -0.60 2.62 -4.03
O -2.23 0.18 -3.29
C -2.94 -1.10 -3.21
H -3.75 2.54 -0.66
H -2.06 3.08 -0.41
H -2.87 2.05 0.81
H 0.32 3.17 -3.90
H -1.36 3.24 -4.51
H -0.45 1.70 -4.60
H -2.99 -1.47 -4.23
H -3.93 -0.91 -2.81
H -2.39 -1.79 -2.58
S 1.52 2.04 4.30
C 1.12 1.45 2.75
C -0.02 0.69 2.42
C -0.22 0.30 1.13
N 0.64 0.62 0.13
C 1.75 1.35 0.43
C 2.00 1.77 1.70
C 0.26 1.33 5.34
C 0.39 0.03 5.81
C -0.62 -0.46 6.63
N -1.68 0.26 6.99
C -1.77 1.51 6.55
C -0.83 2.10 5.72
H -0.73 0.39 3.18
H -1.08 -0.29 0.85
H 2.43 1.57 -0.38
H 2.90 2.34 1.88
H 1.25 -0.58 5.56
H -0.57 -1.47 7.02
H -2.64 2.07 6.88
H -0.93 3.13 5.40
```

***

| no. | F_max (eV/Å) |
| --- | --- |
| 1 | 0.82 |
| 2 | 2.07 |
| 3 | 1.36 |
| 4 | 2.42 |
| 5 | 3.77 |
| 6 | 0.67 |